Record 1
ORCA calculation (ωB97M-V/def2-TZVPD) on a structure of composition C38H50CoGeN3O5S3Si at a distorted geometry.

The LUMO energy (spin up / spin down) comes out at -2.88 / -6.37 eV. As for the expectation value of S²: 8.786. Its spin multiplicity is 6. For the frontier orbital gap (spin up / spin down), the calculation gives 6.9 / 3.9 eV. The largest force on an atom is 1.9 eV Å⁻¹. The charge is +1.

Cartesian coordinates (Å):
Co  0.452  -0.920  0.708
C  4.362  -0.579  -1.789
C  3.839  -1.042  -0.431
C  3.564  -2.537  -0.495
C  4.848  -0.736  0.670
O  2.575  -0.358  -0.126
Si  2.318  1.289  -0.120
S  0.168  1.142  0.130
O  2.666  1.884  -1.560
C  3.108  3.151  -2.094
C  3.138  2.972  -3.605
C  4.503  3.457  -1.554
C  2.117  4.234  -1.691
O  3.037  2.145  1.033
C  2.881  2.564  2.411
C  4.290  2.611  2.989
C  2.256  3.953  2.383
C  2.017  1.599  3.204
H  5.216  -1.191  -2.077
H  4.679  0.460  -1.750
H  3.584  -0.673  -2.547
H  4.436  -3.048  -0.901
H  2.709  -2.740  -1.144
H  3.385  -2.941  0.499
H  5.783  -1.256  0.462
H  4.469  -1.067  1.637
H  5.044  0.336  0.717
H  3.779  2.131  -3.871
H  3.527  3.872  -4.082
H  2.134  2.780  -3.983
H  5.224  2.726  -1.925
H  4.491  3.415  -0.465
H  4.823  4.450  -1.868
H  1.116  3.976  -2.036
H  2.407  5.187  -2.132
H  2.096  4.339  -0.604
H  4.935  3.205  2.341
H  4.699  1.603  3.070
H  4.276  3.065  3.980
H  2.894  4.639  1.824
H  2.141  4.333  3.398
H  1.276  3.916  1.905
H  2.449  0.603  3.187
H  1.007  1.565  2.799
H  1.962  1.931  4.242
C  -3.921  -1.102  -1.656
Ge  -3.103  -0.758  0.143
C  -4.133  0.683  1.059
C  -5.120  1.412  0.405
C  -5.773  2.444  1.065
C  -5.432  2.763  2.371
C  -4.445  2.039  3.028
C  -3.797  1.004  2.372
C  -3.484  -2.394  1.263
C  -2.434  -2.860  2.013
C  -2.433  -4.158  2.558
C  -3.521  -4.967  2.395
C  -4.664  -4.502  1.705
C  -5.812  -5.312  1.544
C  -6.918  -4.842  0.893
C  -6.941  -3.521  0.407
C  -5.843  -2.718  0.540
C  -4.658  -3.190  1.152
H  -5.006  -1.126  -1.578
H  -3.573  -2.064  -2.032
H  -3.634  -0.324  -2.362
H  -5.387  1.180  -0.620
H  -6.548  3.004  0.557
H  -5.929  3.580  2.877
H  -4.179  2.284  4.048
H  -3.022  0.440  2.881
H  -1.575  -2.217  2.165
H  -1.561  -4.519  3.084
H  -3.528  -5.968  2.813
H  -5.794  -6.318  1.946
H  -7.787  -5.474  0.765
H  -7.837  -3.141  -0.064
H  -5.873  -1.687  0.211
N  -1.963  -4.680  6.996
C  -0.956  -4.248  6.194
C  -0.033  -5.163  5.654
C  0.919  -4.741  4.754
C  0.992  -3.393  4.413
C  0.114  -2.463  4.967
C  -0.848  -2.887  5.851
S  2.111  -2.894  3.164
O  2.861  -4.029  2.701
O  2.805  -1.707  3.535
N  1.073  -2.426  1.906
C  0.749  -3.300  0.961
S  1.133  -4.998  0.855
C  0.282  -5.043  -0.629
C  -0.210  -3.804  -0.975
N  0.033  -2.838  -0.087
H  -1.940  -5.618  7.353
H  -2.531  -4.015  7.490
H  -0.075  -6.205  5.944
H  1.626  -5.433  4.315
H  0.205  -1.416  4.702
H  -1.533  -2.177  6.296
H  0.205  -5.958  -1.195
H  -0.776  -3.578  -1.867

Atomic partial charges in e from the Löwdin method, atoms 1 to 4:
1 Co 0.473
2 C -0.019
3 C -0.590
4 C -0.023

=====

Record 2
ORCA calculation (ωB97M-V/def2-TZVPD) on a cluster of 2 separate species, C2H11O6P4 in total.

The LUMO energy comes out at -4.35 eV. For the frontier orbital gap, the calculation gives 8.5 eV. The largest force on an atom is 1.0 eV Å⁻¹. The charge is +1. The energy above the lowest of the compared OMol25 structures with the same formula, charge and spin comes out at 0.0 kJ/mol.

Cartesian coordinates (Å):
C  -2.400  -1.957  -0.144
C  -1.594  -1.247  0.928
O  3.259  1.601  -0.397
O  -2.021  1.503  -1.304
O  -0.991  2.400  0.680
O  2.477  -1.456  1.405
O  0.798  1.047  -1.255
O  -1.164  0.037  0.507
P  4.246  0.114  -0.473
P  -2.176  1.330  0.324
P  2.356  -1.088  -0.198
P  1.375  0.902  0.186
H  -3.347  -1.446  -0.305
H  -1.843  -1.976  -1.078
H  -2.603  -2.978  0.166
H  -0.674  -1.799  1.144
H  -2.170  -1.162  1.855
H  3.681  2.373  0.011
H  -2.838  1.447  -1.798
H  -1.211  3.022  1.373
H  2.673  -2.370  1.610
H  0.041  1.644  -1.365
H  4.125  0.059  -1.872

Atomic partial charges in e from the Löwdin method, atoms 1 to 4:
1 C -0.072
2 C -0.305
3 O -0.581
4 O -0.242

=====

Record 3
ORCA calculation (ωB97M-V/def2-TZVPD) on a structure of composition C3H4CuO3 at a distorted geometry.

The LUMO energy (spin up / spin down) comes out at 1.80 / 1.58 eV. For the frontier orbital gap (spin up / spin down), the calculation gives 4.1 / 2.5 eV. The largest force on an atom is 2.2 eV Å⁻¹. The charge is -1. The energy above the lowest of the compared OMol25 structures with the same formula, charge and spin comes out at 426.9 kJ/mol.

Cartesian coordinates (Å):
H  9.711  4.223  2.132
Cu  5.582  4.641  3.567
O  6.445  3.740  -0.674
C  6.679  5.046  -0.517
C  6.041  3.219  0.640
O  6.567  5.850  -1.424
O  6.827  5.374  0.748
C  6.692  4.136  1.627
H  6.372  2.176  0.716
H  4.926  3.221  0.614
H  7.736  3.788  1.746

Atomic partial charges in e from the Löwdin method, atoms 1 to 4:
1 H -0.312
2 Cu 0.316
3 O 0.014
4 C -0.655

=====

Record 4
ORCA calculation (ωB97M-V/def2-TZVPD) on a structure of composition C5H11N2S at a distorted geometry.

The LUMO energy comes out at -3.71 eV. For the frontier orbital gap, the calculation gives 8.8 eV. The largest force on an atom is 4.3 eV Å⁻¹. The charge is +1. The energy above the lowest of the compared OMol25 structures with the same formula, charge and spin comes out at 315.1 kJ/mol.

Cartesian coordinates (Å):
C  -0.388  -1.228  0.705
C  -1.251  -0.209  0.843
C  0.528  0.893  -0.314
C  1.970  -1.592  0.035
C  -1.728  1.000  -1.200
N  0.657  -1.064  -0.115
N  -0.895  0.972  0.029
S  1.711  1.684  0.704
H  -0.523  -2.173  1.212
H  -2.202  -0.206  1.335
H  0.741  1.063  -1.361
H  2.150  -2.331  -0.749
H  2.707  -0.794  -0.092
H  2.127  -2.045  1.015
H  -1.498  0.113  -1.787
H  -2.781  0.978  -0.930
H  -1.527  1.896  -1.782
H  -1.084  1.826  0.568
H  1.286  1.215  1.885

Atomic partial charges in e from the Löwdin method, atoms 1 to 4:
1 C -0.137
2 C -0.067
3 C -0.467
4 C -0.098

=====

Record 5
ORCA calculation (ωB97M-V/def2-TZVPD) on a structure of composition C37H35Br2N5O6Y.

The LUMO energy comes out at -3.19 eV. For the frontier orbital gap, the calculation gives 7.5 eV. The largest force on an atom is 0.1 eV Å⁻¹. The charge is +1. The energy above the lowest of the compared OMol25 structures with the same formula, charge and spin comes out at 0.0 kJ/mol.

Cartesian coordinates (Å):
Y  0.098  1.006  0.581
C  -6.133  -0.574  -2.925
C  -5.035  -0.307  -1.932
C  -4.774  -1.145  -0.878
C  -3.758  -0.869  0.063
C  -3.437  -1.858  1.024
N  -2.485  -1.812  1.904
C  -2.114  -2.945  2.749
C  -0.632  -3.324  2.616
C  -0.040  -3.137  1.232
N  -0.778  -3.907  0.225
C  -0.756  -3.807  -1.079
C  -0.191  -2.865  -1.968
C  0.072  -3.413  -3.256
C  0.744  -2.735  -4.230
C  1.061  -3.332  -5.573
C  1.144  -1.427  -3.910
C  0.864  -0.798  -2.716
C  1.332  0.583  -2.614
N  1.229  1.384  -1.635
C  1.812  2.715  -1.825
C  0.946  3.793  -1.190
C  -0.520  3.731  -1.583
N  -1.198  2.554  -1.005
C  -2.326  2.265  -1.523
C  -3.185  1.132  -1.193
C  -4.204  0.818  -2.070
C  -2.979  0.322  -0.033
O  -2.134  0.619  0.872
C  0.111  -1.481  -1.696
O  -0.340  -0.888  -0.669
H  -6.632  -1.518  -2.712
H  -6.888  0.213  -2.899
H  -5.745  -0.621  -3.943
H  -5.357  -2.053  -0.758
H  -4.014  -2.780  1.003
H  -1.910  -0.962  1.948
H  -2.317  -2.690  3.789
H  -2.772  -3.773  2.475
H  -0.051  -2.700  3.293
H  -0.521  -4.358  2.955
H  -0.045  -2.095  0.941
H  0.998  -3.475  1.218
H  -1.212  -4.751  0.574
H  -1.209  -4.667  -1.567
H  -0.248  -4.432  -3.448
H  0.638  -4.331  -5.667
H  0.659  -2.720  -6.381
H  2.139  -3.410  -5.725
H  1.692  -0.864  -4.660
H  1.833  0.932  -3.524
H  2.792  2.727  -1.343
H  1.957  2.915  -2.893
H  1.039  3.744  -0.103
H  1.347  4.767  -1.479
H  -1.025  4.628  -1.217
H  -0.625  3.720  -2.673
H  -2.703  2.881  -2.348
H  -4.359  1.469  -2.926
Br  -0.931  4.745  1.741
C  -0.457  3.596  3.171
C  -0.296  4.159  4.426
C  -0.005  3.308  5.477
C  0.084  1.948  5.232
C  -0.084  1.495  3.938
N  -0.333  2.311  2.899
C  -0.043  0.006  3.649
O  -0.045  -0.778  4.583
O  -0.059  -0.303  2.402
H  -0.403  5.224  4.563
H  0.133  3.705  6.474
H  0.275  1.223  6.009
Br  8.878  1.008  1.672
C  6.999  0.977  1.472
C  6.271  2.131  1.715
C  4.894  2.102  1.564
C  4.257  0.930  1.173
C  5.003  -0.220  0.936
C  6.379  -0.202  1.085
C  2.780  0.904  0.995
O  2.111  1.973  1.207
O  2.201  -0.146  0.618
H  6.777  3.037  2.019
H  4.301  2.987  1.751
H  4.491  -1.124  0.635
H  6.969  -1.090  0.905

Atomic partial charges in e from the Löwdin method, atoms 1 to 4:
1 Y 1.578
2 C -0.045
3 C -0.260
4 C 0.019

=====

Record 6
ORCA calculation (ωB97M-V/def2-TZVPD) on a structure of composition C23H25Cl2F6HgN2O4S.

The LUMO energy (spin up / spin down) comes out at 4.41 / 4.39 eV. As for the expectation value of S²: 0.780. Its spin multiplicity is 2. For the frontier orbital gap (spin up / spin down), the calculation gives 3.3 / 5.7 eV. The largest force on an atom is 0.5 eV Å⁻¹. The charge is -2. The energy above the lowest of the compared OMol25 structures with the same formula, charge and spin comes out at 80.7 kJ/mol.

Cartesian coordinates (Å):
Hg  0.023  0.373  0.535
O  0.265  -1.799  1.222
C  0.873  -2.360  2.199
C  1.175  -3.758  2.083
C  1.763  -4.469  3.096
C  2.118  -3.858  4.311
C  1.870  -2.510  4.438
C  1.276  -1.741  3.427
C  1.104  -0.325  3.736
N  0.667  0.572  2.954
C  0.521  1.944  3.383
C  0.870  2.876  2.212
N  0.114  2.558  1.046
C  -0.869  3.421  0.701
C  -1.960  3.212  -0.182
C  -2.610  4.360  -0.702
C  -3.698  4.305  -1.557
C  -4.188  3.064  -1.951
C  -3.589  1.907  -1.448
C  -2.516  1.922  -0.553
O  -2.112  0.788  -0.036
H  0.920  -4.231  1.142
H  1.961  -5.527  2.948
H  2.576  -4.422  5.114
H  2.142  -2.002  5.360
H  1.405  -0.050  4.765
H  1.129  2.148  4.279
H  -0.536  2.110  3.624
H  1.950  2.764  2.025
H  0.696  3.914  2.536
H  -0.770  4.442  1.088
H  -2.207  5.329  -0.416
H  -4.144  5.221  -1.930
H  -5.023  2.990  -2.641
H  -3.963  0.928  -1.728
Cl  2.513  3.679  -1.185
C  3.833  2.872  -0.346
Cl  3.463  1.236  0.205
H  4.077  3.462  0.531
H  4.679  2.800  -1.021
C  -3.481  -4.302  -0.198
S  -1.800  -3.714  0.028
C  -1.917  -2.259  -0.993
O  -0.949  -4.722  -0.685
H  -3.672  -4.416  -1.266
H  -4.184  -3.601  0.250
H  -3.544  -5.268  0.299
H  -2.548  -1.518  -0.502
H  -2.296  -2.537  -1.978
H  -0.917  -1.841  -1.092
C  2.618  0.495  -3.268
C  1.267  -0.167  -2.904
O  0.848  0.110  -1.677
C  1.463  -1.701  -3.095
F  0.335  -2.412  -2.967
F  1.988  -2.044  -4.307
F  2.326  -2.166  -2.175
C  0.215  0.344  -3.929
F  0.048  1.667  -3.793
F  -0.988  -0.226  -3.791
F  0.579  0.144  -5.233
H  3.341  0.192  -2.512
H  2.486  1.574  -3.214
H  2.984  0.220  -4.259

Atomic partial charges in e from the Löwdin method, atoms 1 to 4:
1 Hg 1.199
2 O -0.178
3 C -0.373
4 C -0.027